Entry 1:
Here is a cluster of 2 separate species, C4H12NOS in total at a distorted geometry from the Open Molecules 2025 dataset. Energies are from wB97M-V/def2-TZVPD.

Summary:
Energy above the lowest of the compared OMol25 structures with the same formula, charge and spin in kcal per mole: 51.83
Maximum force in eV/Å: 4.7
Total charge: -1
Orbital gap in eV: 6.023

Bonds (Å) are listed after each position.
Cartesian coordinates (Å):
1 C 2.58 1.73 -0.29  N2 1.415, H7 1.186, H8 1.038, H9 1.110
2 N 1.54 0.86 -0.67  C1 1.415, C3 1.419, H10 0.974
3 C 0.47 0.62 0.24  N2 1.419, C4 1.542, C6 1.555, H11 1.139
4 C 0.33 -0.81 0.79  C3 1.542, S5 1.865, H12 1.053, H13 1.068
5 S -1.32 -1.61 1.12  C4 1.865
6 C -0.89 0.93 -0.43  C3 1.555, H14 1.076, H15 1.078, H16 1.215
7 H 3.20 0.91 0.30  C1 1.186
8 H 3.16 2.07 -1.08  C1 1.038
9 H 2.18 2.59 0.30  C1 1.110
10 H 1.10 1.29 -1.42  N2 0.974
11 H 0.66 1.34 1.11  C3 1.139
12 H 0.80 -1.54 0.19  C4 1.053
13 H 0.98 -0.84 1.63  C4 1.068
14 H -1.08 1.93 -0.80  C6 1.076
15 H -1.62 0.76 0.35  C6 1.078
16 H -1.12 0.09 -1.27  C6 1.215
17 H -3.25 -3.18 0.53  O19 0.960
18 H -3.78 -4.03 -0.45  O19 0.954
19 O -3.93 -3.13 -0.14  H17 0.960, H18 0.954

Atom charges from the natural (NBO) analysis, given in e for atoms 1 to 8:
1 C -0.40
2 N -0.63
3 C -0.06
4 C -0.52
5 S -0.75
6 C -0.65
7 H 0.19
8 H 0.18

---

Entry 2:
Here is a cluster of 2 separate species, C4H12NOS in total at a distorted geometry from the Open Molecules 2025 dataset. Energies are from wB97M-V/def2-TZVPD.

Summary:
Energy above the lowest of the compared OMol25 structures with the same formula, charge and spin in kcal per mole: 44.30
Maximum force in eV/Å: 7.6
Total charge: -1
Orbital gap in eV: 6.127

Bonds (Å) are listed after each position.
Cartesian coordinates (Å):
1 C 2.65 1.70 -0.32  N2 1.489, H7 1.170, H8 0.996, H9 1.101
2 N 1.59 0.73 -0.68  C1 1.489, C3 1.492, H10 1.078
3 C 0.40 0.53 0.20  N2 1.492, C4 1.598, C6 1.579, H11 1.164
4 C 0.31 -0.99 0.68  C3 1.598, S5 1.789, H12 1.054, H13 1.063
5 S -1.28 -1.63 1.19  C4 1.789
6 C -0.92 0.97 -0.55  C3 1.579, H14 1.096, H15 1.087, H16 1.191
7 H 3.22 1.20 0.57  C1 1.170
8 H 3.33 1.91 -1.02  C1 0.996
9 H 2.37 2.58 0.27  C1 1.101
10 H 1.10 1.25 -1.49  N2 1.078
11 H 0.59 1.09 1.20  C3 1.164
12 H 0.78 -1.63 -0.01  C4 1.054
13 H 0.93 -0.90 1.54  C4 1.063
14 H -0.97 2.00 -0.92  C6 1.096
15 H -1.74 0.79 0.13  C6 1.087
16 H -0.94 0.39 -1.60  C6 1.191
17 H -3.41 -2.89 -0.21  O19 0.924
18 H -3.97 -3.57 0.99  O19 0.963
19 O -4.04 -3.51 0.03  H17 0.924, H18 0.963

Atom charges from the natural (NBO) analysis, given in e for atoms 1 to 8:
1 C -0.41
2 N -0.63
3 C -0.05
4 C -0.53
5 S -0.73
6 C -0.65
7 H 0.17
8 H 0.18

---

Entry 3:
Here is a cluster of 2 separate species, C4H12NOS in total at a distorted geometry from the Open Molecules 2025 dataset. Energies are from wB97M-V/def2-TZVPD.

Summary:
Energy above the lowest of the compared OMol25 structures with the same formula, charge and spin in kcal per mole: 43.96
Maximum force in eV/Å: 5.2
Total charge: -1
Orbital gap in eV: 6.299

Bonds (Å) are listed after each position.
Cartesian coordinates (Å):
1 C 0.60 -1.39 -0.21  N2 1.430, C6 1.486, H7 1.112, H8 1.297
2 N 0.67 -0.16 -0.94  C1 1.430, C3 1.537, H9 0.980
3 C -0.36 0.88 -0.46  N2 1.537, C4 1.544, H10 1.108, H11 1.060
4 C 0.21 2.18 0.14  C3 1.544, S5 1.842, H12 1.122, H13 1.153
5 S -1.10 3.45 0.37  C4 1.842
6 C 1.46 -2.54 -0.58  C1 1.486, H14 1.083, H15 1.124, H16 1.139
7 H 0.62 -1.23 0.89  C1 1.112
8 H -0.67 -1.68 -0.26  C1 1.297
9 H 1.58 0.19 -0.88  N2 0.980
10 H -1.04 0.27 0.16  C3 1.108
11 H -1.02 1.20 -1.22  C3 1.060
12 H 1.07 2.38 -0.56  C4 1.122
13 H 0.80 1.80 1.06  C4 1.153
14 H 0.85 -3.34 -0.98  C6 1.083
15 H 2.35 -2.27 -1.22  C6 1.124
16 H 2.17 -2.91 0.23  C6 1.139
17 H -2.32 0.40 1.26  O19 0.953
18 H -2.86 1.85 1.54  O19 0.960
19 O -3.01 0.91 1.67  H17 0.953, H18 0.960

Atom charges from the natural (NBO) analysis, given in e for atoms 1 to 8:
1 C -0.19
2 N -0.65
3 C -0.21
4 C -0.54
5 S -0.68
6 C -0.64
7 H 0.15
8 H 0.15

---

Entry 4:
Here is a cluster of 2 separate species, C4H12NOS in total at a distorted geometry from the Open Molecules 2025 dataset. Energies are from wB97M-V/def2-TZVPD.

Summary:
Energy above the lowest of the compared OMol25 structures with the same formula, charge and spin in kcal per mole: 42.09
Maximum force in eV/Å: 3.2
Total charge: -1
Orbital gap in eV: 6.283

Bonds (Å) are listed after each position.
Cartesian coordinates (Å):
1 C -2.73 0.09 2.13  N2 1.511, H7 1.189, H8 1.113, H9 1.068
2 N -1.48 0.61 1.45  C1 1.511, C3 1.472, H10 0.972
3 C -0.46 -0.29 0.90  N2 1.472, C4 1.506, C6 1.626, H11 1.190
4 C 0.23 0.26 -0.32  C3 1.506, S5 1.823, H12 1.148, H13 1.093
5 S 1.90 -0.38 -0.63  C4 1.823
6 C -1.02 -1.78 0.54  C3 1.626, H14 1.141, H15 1.094, H16 1.161
7 H -3.50 -0.46 1.41  C1 1.189
8 H -2.78 -0.55 3.04  C1 1.113
9 H -3.12 1.06 2.33  C1 1.068
10 H -1.96 1.11 0.76  N2 0.972
11 H 0.28 -0.36 1.83  C3 1.190
12 H -0.36 -0.07 -1.25  C4 1.148
13 H 0.36 1.33 -0.15  C4 1.093
14 H -1.40 -2.27 1.50  C6 1.141
15 H -0.31 -2.54 0.21  C6 1.094
16 H -1.84 -1.68 -0.28  C6 1.161
17 H 2.55 1.59 -2.41  O19 0.938
18 H 1.29 0.99 -2.56  O19 1.036
19 O 1.83 1.75 -3.00  H17 0.938, H18 1.036

Atom charges from the natural (NBO) analysis, given in e for atoms 1 to 8:
1 C -0.43
2 N -0.62
3 C -0.05
4 C -0.57
5 S -0.71
6 C -0.64
7 H 0.15
8 H 0.19

---

Entry 5:
Here is the ion C4H12NOS with charge +1 at a distorted geometry from the Open Molecules 2025 dataset. Energies are from wB97M-V/def2-TZVPD.

Summary:
Energy above the lowest of the compared OMol25 structures with the same formula, charge and spin in kcal per mole: 73.37
Maximum force in eV/Å: 5.0
Total charge: +1
Orbital gap in eV: 11.471

Bonds (Å) are listed after each position.
Cartesian coordinates (Å):
1 C 0.93 0.51 1.33  N5 1.497, H8 1.099, H9 1.141, H10 1.090
2 C 0.50 -1.98 1.08  N5 1.511, H11 1.004, H12 1.123, H13 1.104
3 C 0.50 0.94 -1.99  S7 1.840, H14 1.048, H15 1.046, H16 1.135
4 C -1.74 0.73 -0.20  S7 1.801, H17 1.013, H18 1.117, H19 1.106
5 N 0.63 -0.63 0.41  C1 1.497, C2 1.511, S7 1.649
6 O -0.71 -1.38 -1.55  S7 1.406
7 S -0.36 -0.21 -0.85  C3 1.840, C4 1.801, N5 1.649, O6 1.406
8 H 1.30 1.37 0.74  C1 1.099
9 H 0.20 0.86 2.14  C1 1.141
10 H 1.66 0.29 2.11  C1 1.090
11 H 0.32 -2.69 0.39  C2 1.004
12 H 1.43 -2.08 1.69  C2 1.123
13 H -0.32 -2.08 1.82  C2 1.104
14 H -0.30 1.18 -2.63  C3 1.048
15 H 1.33 0.57 -2.50  C3 1.046
16 H 0.63 1.82 -1.29  C3 1.135
17 H -2.45 0.10 0.16  C4 1.013
18 H -2.10 1.05 -1.21  C4 1.117
19 H -1.44 1.64 0.35  C4 1.106

Atom charges from the natural (NBO) analysis, given in e for atoms 1 to 8:
1 C -0.48
2 C -0.40
3 C -0.77
4 C -0.84
5 N -0.66
6 O -0.87
7 S 2.03
8 H 0.22

---

Entry 6:
Here is an isolated molecule of C4H12NPS at a distorted geometry from the Open Molecules 2025 dataset. Energies are from wB97M-V/def2-TZVPD.

Summary:
Energy above the lowest of the compared OMol25 structures with the same formula, charge and spin in kcal per mole: 53.47
Maximum force in eV/Å: 3.8
Orbital gap in eV: 8.635

Bonds (Å) are listed after each position.
Cartesian coordinates (Å):
1 C 1.46 1.02 0.49  N5 1.451, H8 1.132, H9 1.056, H10 1.114
2 C 1.96 -1.35 0.19  N5 1.441, H11 1.164, H12 1.122, H13 1.089
3 C -1.04 -2.00 -0.20  P6 1.803, H14 1.024, H15 1.092, H16 1.110
4 C -2.16 2.31 -0.37  S7 1.809, H17 1.068, H18 1.005, H19 1.105
5 N 0.97 -0.35 0.50  C1 1.451, C2 1.441, P6 2.138
6 P -0.69 -0.36 -0.84  C3 1.803, N5 2.138, S7 2.070
7 S -1.95 0.70 0.43  C4 1.809, P6 2.070
8 H 2.19 1.31 -0.33  C1 1.132
9 H 0.57 1.59 0.42  C1 1.056
10 H 2.21 1.16 1.30  C1 1.114
11 H 2.89 -0.87 -0.32  C2 1.164
12 H 2.08 -1.99 1.10  C2 1.122
13 H 1.55 -1.98 -0.60  C2 1.089
14 H -0.20 -2.38 0.25  C3 1.024
15 H -1.29 -2.65 -1.04  C3 1.092
16 H -1.87 -2.04 0.54  C3 1.110
17 H -1.21 2.78 -0.23  C4 1.068
18 H -2.86 2.87 0.10  C4 1.005
19 H -2.59 2.24 -1.38  C4 1.105

Atom charges from the natural (NBO) analysis, given in e for atoms 1 to 8:
1 C -0.43
2 C -0.45
3 C -0.97
4 C -0.73
5 N -0.62
6 P 0.76
7 S -0.07
8 H 0.15